# 1
Formula: C8H5IN4
Source: OMol25
Level of theory: ωB97M-V/def2-TZVPD

As for the LUMO energy: -1.20 eV. As for the charge: 0. The orbital gap is 7.5 eV. The value obtained for the total energy is -824.40088 Ha.

Last column: Mulliken charge in e.
Element x y z (Å)
C 1.171 4.431 -0.042  0.094
C -2.260 -1.705 0.409  -0.484
C -2.167 -0.294 0.293  -0.372
C -1.163 -2.483 0.236  -0.421
C -0.914 0.311 -0.029  -0.665
C 0.088 -1.957 -0.099  0.076
C 0.165 -0.546 -0.195  0.763
C 2.128 0.828 -0.611  -0.320
N 0.179 4.564 0.557  -0.385
N 1.290 -2.444 -0.271  -0.607
N 2.119 -1.545 -0.331  -0.350
N 1.514 -0.305 -0.405  0.684
I 4.143 0.791 -0.247  0.094
H -3.281 -2.176 0.654  0.276
H -3.080 0.195 0.420  0.444
H -1.138 -3.540 0.298  0.416
H -0.821 1.382 -0.005  0.460
H 2.026 4.489 -0.633  0.297

# 2
Formula: C29H48BrNOP2Re
Source: OMol25
Level of theory: ωB97M-V/def2-TZVPD

As for the LUMO energy (alpha / beta): -13.58 / -15.35 eV. As for the charge: +4. Its spin multiplicity is 4. The orbital gap (alpha / beta) is 4.5 / 2.6 eV. Its relative energy (zero: lowest compared OMol25 entry of this formula, charge and spin) is 3.2495 eV. The value obtained for the total energy is -4596.97406 Ha.

Last column: Mulliken charge in e.
Element x y z (Å)
N -4.890 1.678 -5.447  0.121
C -4.943 2.002 -4.155  -0.642
C -3.864 1.776 -3.284  -0.077
C -2.673 1.248 -3.818  0.313
C -2.596 0.987 -5.186  -0.318
C -3.763 1.192 -5.962  -0.760
C -1.489 1.018 -2.867  -0.106
Re -0.067 -0.312 -3.191  -0.698
P 1.683 0.092 -1.860  0.692
C -0.204 1.689 -3.280  -0.652
C 0.491 2.546 -2.249  1.212
C 1.607 3.354 -2.670  -0.607
C 2.618 3.579 -1.798  -0.973
C 2.631 2.857 -0.502  -0.450
C 1.217 2.963 0.050  -0.320
C 0.257 2.388 -0.900  -1.167
Br 1.413 1.952 1.700  -0.003
H -1.826 1.162 -1.837  0.106
H -0.161 2.151 -4.274  0.973
H -3.950 2.035 -2.229  0.609
H -1.693 0.610 -5.674  0.557
H -5.868 2.450 -3.776  0.447
H -3.749 0.955 -7.030  0.445
H 1.622 3.697 -3.706  0.602
H -0.619 1.883 -0.504  0.503
H 3.491 4.165 -2.083  0.552
H 0.978 4.007 0.305  0.682
P -1.377 -1.901 -2.279  1.267
C 2.936 1.316 -0.863  -0.123
C 4.344 1.264 -1.420  -1.508
H 2.878 0.789 0.100  0.676
H 3.417 3.216 0.171  0.750
H 5.004 1.911 -0.819  0.453
H 4.769 0.256 -1.394  0.263
H 4.376 1.625 -2.456  0.379
C 2.467 0.018 -3.628  -0.775
C 3.504 -1.102 -3.828  -1.506
H 2.883 1.017 -3.811  0.522
H 1.652 -0.111 -4.401  0.705
H 3.733 -1.174 -4.898  0.480
H 4.442 -0.890 -3.304  0.343
H 3.132 -2.081 -3.506  0.310
C 2.044 -1.488 -0.956  -0.180
C 3.456 -1.789 -0.456  -1.693
H 1.704 -2.316 -1.597  0.561
H 1.357 -1.455 -0.096  0.523
H 3.448 -2.796 -0.017  0.452
H 4.198 -1.799 -1.260  0.279
H 3.771 -1.101 0.335  0.384
C -1.026 -2.841 -0.741  0.282
C -1.948 -4.039 -0.524  -1.254
H -1.104 -2.108 0.078  -0.521
H 0.028 -3.148 -0.777  0.394
H -2.945 -3.731 -0.190  0.308
H -2.046 -4.645 -1.432  0.342
H -1.522 -4.678 0.257  0.456
C -1.222 -3.098 -3.669  -1.154
C -0.815 -2.401 -4.957  -0.635
H -2.199 -3.588 -3.753  0.581
H -0.492 -3.861 -3.365  0.535
H -1.678 -2.058 -5.537  0.317
H -0.120 -1.512 -4.813  0.156
H -0.256 -3.091 -5.602  0.423
C -3.199 -1.646 -2.186  -0.614
C -3.654 -0.984 -0.888  -1.149
H -3.662 -2.633 -2.328  0.746
H -3.476 -1.033 -3.057  0.342
H -4.552 -0.384 -1.079  0.402
H -3.913 -1.721 -0.118  0.290
H -2.900 -0.311 -0.457  0.081
C -0.816 1.422 4.545  -0.384
C -1.241 -0.001 4.100  -0.664
C -1.900 0.193 2.722  0.569
O -1.746 1.551 2.283  -0.361
C -1.365 2.342 3.437  -0.501
H -1.261 1.677 5.511  0.335
H 0.275 1.503 4.622  0.138
H -1.961 -0.424 4.808  0.326
H -0.378 -0.669 4.026  0.277
H -1.475 -0.473 1.950  -0.624
H -2.982 -0.021 2.793  0.368
H -2.266 2.860 3.816  0.381
H -0.639 3.092 3.099  0.206

# 3
Formula: C17H30BaN5O3
Source: OMol25
Level of theory: ωB97M-V/def2-TZVPD

As for the LUMO energy: 2.56 eV. As for the charge: -1. The orbital gap is 6.8 eV. Its relative energy (zero: lowest compared OMol25 entry of this formula, charge and spin) is 0.0000 eV. The value obtained for the total energy is -1190.88888 Ha.

Last column: Mulliken charge in e.
Element x y z (Å)
Ba -0.206 0.247 -0.344  1.482
N -1.002 3.637 2.052  -0.613
C -0.124 2.737 2.788  -0.363
C -0.439 1.289 2.412  0.294
O -1.609 1.077 1.938  -0.748
N 0.419 0.306 2.486  -0.208
C 1.866 0.541 2.577  -0.362
C 2.226 0.464 1.079  -0.179
O 2.335 -0.687 0.574  -0.581
O 2.123 1.526 0.415  -0.610
H -1.132 4.510 2.546  0.186
H -1.901 3.177 1.953  0.242
H -0.234 2.822 3.881  0.259
H 0.912 2.963 2.538  0.149
H 2.338 -0.269 3.132  0.339
H 2.182 1.492 3.014  0.313
N -1.077 -2.005 1.042  -0.248
C -1.412 -3.320 0.514  -0.588
C -0.275 -4.317 0.700  -1.018
C 1.095 -3.930 0.146  -0.320
C 1.138 -3.618 -1.343  -0.761
N 1.118 -2.166 -1.542  -0.043
H -0.442 -2.017 1.836  0.109
H -1.869 -1.461 1.356  0.321
H -1.659 -3.216 -0.548  0.198
H -2.301 -3.747 1.000  0.350
H -0.588 -5.264 0.246  0.360
H -0.161 -4.521 1.770  0.390
H 1.762 -4.776 0.339  0.370
H 1.514 -3.079 0.691  0.263
H 0.280 -4.059 -1.861  0.286
H 2.036 -4.074 -1.779  0.339
H 1.103 -1.934 -2.532  0.001
H 1.969 -1.777 -1.137  0.288
C -2.096 -3.044 -5.525  -0.873
N -1.808 -1.632 -5.441  -0.035
C -0.398 -1.392 -5.645  -0.845
C -2.269 -1.086 -4.162  -0.489
C -2.099 0.415 -4.039  -0.240
C -2.627 1.205 -5.059  -0.611
C -2.523 2.586 -5.002  -0.468
C -1.896 3.167 -3.908  -0.808
C -1.387 2.351 -2.904  -0.046
C -1.448 0.944 -2.910  0.136
H -1.788 -3.437 -6.496  0.321
H -3.168 -3.214 -5.409  0.294
H -1.573 -3.629 -4.743  0.241
H -0.105 -1.723 -6.644  0.368
H 0.227 -1.944 -4.915  0.202
H -0.180 -0.330 -5.544  0.283
H -1.741 -1.565 -3.317  -0.054
H -3.327 -1.358 -4.076  0.498
H -3.113 0.736 -5.910  0.310
H -2.930 3.202 -5.797  0.354
H -1.804 4.247 -3.845  0.330
H -0.907 2.866 -2.067  0.232

# 4
Formula: C19H24BrFN2O11
Source: OMol25
Level of theory: ωB97M-V/def2-TZVPD

As for the LUMO energy: -2.67 eV. As for the charge: 0. The orbital gap is 6.2 eV. Its relative energy (zero: lowest compared OMol25 entry of this formula, charge and spin) is 6.1996 eV. The value obtained for the total energy is -4349.06432 Ha.

Last column: Mulliken charge in e.
Element x y z (Å)
C -0.477 4.372 -1.007  -0.730
C 0.589 4.428 -2.248  -0.204
C 0.066 3.403 -3.395  -0.807
O 0.501 2.074 -2.980  -0.170
C -0.591 1.123 -2.993  -0.607
C -0.297 -0.165 -2.093  0.490
C -1.433 -0.994 -1.343  0.177
C -2.979 -0.519 -1.545  0.528
O -3.466 -0.433 -2.716  -0.630
O -3.702 -0.270 -0.385  -0.708
N -1.208 -2.120 -0.507  -0.879
N 0.041 -2.524 -0.378  0.832
F 0.205 -3.632 0.404  -0.189
C 1.271 -2.003 -0.910  0.428
C 2.675 -2.683 -0.545  -0.625
C 2.933 -2.385 1.040  0.313
O 3.080 -1.176 1.378  -0.406
Br 2.974 -3.822 2.412  -0.113
C 1.165 -0.739 -1.863  0.265
O 2.317 -0.180 -2.470  -0.498
C 3.017 0.748 -1.587  0.000
C 3.686 1.899 -2.526  -1.023
H -1.151 3.463 -1.219  0.102
H -1.070 5.348 -0.943  0.275
H 0.079 4.147 -0.029  0.258
H 1.591 4.071 -1.796  0.108
H 0.684 5.489 -2.667  0.413
H -1.072 3.507 -3.498  0.465
H 0.599 3.631 -4.390  0.281
H -0.845 0.784 -4.066  0.277
H -1.530 1.635 -2.547  0.395
H 2.700 -3.805 -0.783  0.466
H 3.536 -2.185 -1.115  0.251
H 3.923 0.195 -1.117  0.270
H 2.373 1.215 -0.767  0.256
H 2.925 2.668 -2.896  0.073
H 4.498 2.494 -1.951  0.328
H 4.174 1.448 -3.475  0.307
C -5.873 -2.480 0.580  -0.004
C -7.025 -1.634 0.138  -0.267
O -8.121 -2.182 0.861  -0.338
C -7.607 -2.801 1.960  0.622
O -8.266 -3.223 2.869  -0.544
O -6.249 -2.877 1.893  -0.337
H -4.932 -1.927 0.596  0.123
H -5.749 -3.375 -0.037  0.202
H -6.905 -0.584 0.419  0.250
H -7.199 -1.696 -0.937  0.300
C 3.484 0.015 4.349  -0.010
C 4.304 -1.168 4.766  0.076
O 4.123 -1.202 6.175  -0.343
C 2.951 -0.563 6.445  0.627
O 2.416 -0.557 7.517  -0.523
O 2.466 0.065 5.338  -0.339
H 3.055 -0.106 3.356  0.071
H 4.053 0.950 4.379  0.246
H 3.935 -2.109 4.340  -0.077
H 5.359 -1.054 4.512  0.296

# 5
Formula: C23H27ClN4O
Source: OMol25
Level of theory: ωB97M-V/def2-TZVPD

As for the LUMO energy: 0.39 eV. As for the charge: 0. The structure (SMILES) is C=C(C)CNC(=O)[C@@H](c1cccn2ccnc12)N(CC(C)C)c1ccc(Cl)cc1. The orbital gap is 8.8 eV. Its relative energy (zero: lowest compared OMol25 entry of this formula, charge and spin) is 0.6538 eV. The value obtained for the total energy is -1647.10365 Ha.

Last column: Mulliken charge in e.
Element x y z (Å)
C -3.126 -0.018 -3.934  -1.072
C -1.813 -0.048 -3.746  1.001
C -0.957 -1.216 -4.139  -1.093
C -1.090 1.115 -3.120  -0.982
N -0.559 0.737 -1.818  0.453
C 0.444 1.457 -1.265  -1.108
O 1.074 2.315 -1.861  -0.717
C 0.836 1.115 0.188  0.423
C -0.090 1.696 1.244  0.422
C 0.426 2.509 2.211  -0.014
C -0.371 3.017 3.275  -0.963
C -1.678 2.687 3.355  -0.261
N -2.217 1.878 2.391  0.021
C -3.499 1.397 2.250  -0.338
C -3.480 0.648 1.108  -0.923
N -2.245 0.643 0.538  -0.190
C -1.482 1.386 1.323  -0.336
N 1.189 -0.300 0.375  1.033
C 2.534 -0.483 0.917  -1.217
C 3.622 -0.247 -0.131  1.260
C 3.470 -1.214 -1.299  -1.334
C 4.995 -0.371 0.521  -1.695
C 0.205 -1.193 0.896  -1.125
C -0.079 -1.257 2.259  0.314
C -1.065 -2.104 2.739  -1.044
C -1.762 -2.900 1.844  0.396
Cl -3.016 -3.951 2.437  -0.234
C -1.472 -2.880 0.491  -0.997
C -0.482 -2.028 0.026  0.137
H -3.716 0.843 -3.642  0.286
H -3.651 -0.850 -4.388  0.287
H -0.365 -1.565 -3.290  0.150
H -1.557 -2.044 -4.514  0.354
H -0.246 -0.922 -4.915  0.289
H -0.249 1.428 -3.739  0.426
H -1.766 1.971 -3.030  0.379
H -1.231 0.350 -1.156  0.133
H 1.765 1.672 0.296  0.900
H 1.475 2.772 2.171  0.458
H 0.061 3.660 4.027  0.421
H -2.346 3.019 4.136  0.404
H -4.278 1.631 2.953  0.472
H -4.303 0.108 0.669  0.502
H 2.716 0.167 1.788  0.214
H 2.614 -1.514 1.273  0.623
H 3.515 0.773 -0.519  0.210
H 3.569 -2.248 -0.955  0.307
H 2.492 -1.106 -1.770  0.101
H 4.237 -1.036 -2.053  0.452
H 5.148 -1.382 0.908  0.355
H 5.789 -0.168 -0.199  0.407
H 5.109 0.327 1.353  0.401
H 0.467 -0.624 2.948  0.425
H -1.298 -2.147 3.794  0.433
H -2.016 -3.522 -0.189  0.428
H -0.246 -1.985 -1.029  0.364

# 6
Formula: C2H7N3O
Source: OMol25
Level of theory: ωB97M-V/def2-TZVPD

As for the LUMO energy: 0.97 eV. As for the charge: 0. The structure (SMILES) is [H]/N=C/[C@H](N)NO. The orbital gap is 10.6 eV. Its relative energy (zero: lowest compared OMol25 entry of this formula, charge and spin) is 3.2042 eV. The value obtained for the total energy is -319.83203 Ha.

Last column: Mulliken charge in e.
Element x y z (Å)
H 2.946 -0.626 0.074  0.241
N 2.017 -0.274 0.285  -0.567
C 1.145 -0.418 -0.620  -0.140
C -0.198 0.216 -0.369  0.061
N -0.241 0.980 0.859  -0.725
N -1.218 -0.818 -0.387  -0.374
O -2.487 -0.224 -0.212  -0.407
H 1.202 -1.068 -1.498  0.399
H -0.363 0.861 -1.256  0.336
H 0.173 1.894 0.726  0.259
H 0.489 0.480 1.501  0.312
H -1.072 -1.447 0.407  0.255
H -2.393 0.446 0.492  0.351